1.
# C6H8N

A gas-phase ion, C6H8N (charge +1) in a non-equilibrium geometry (ωB97M-V with the def2-TZVPD basis set, the Open Molecules 2025 dataset).

Orbital gap   9.140 eV
Net charge   +1
SMILES   C#C[N+]1=C(CC)C1
Multiplicity   1
HOMO level   -14.64 eV
LUMO level   -5.50 eV

```
15
Properties=species:S:1:pos:R:3:forces:R:3:mulliken_charge:R:1
C 2.096361 -1.942208 1.686089 -2.79 2.19 -1.52 -0.34
C 1.159026 -1.297402 1.240829 2.08 -1.38 1.09 0.11
N 0.011138 -0.885058 0.704027 -0.47 2.14 -0.67 -0.04
C -0.767399 -0.199125 -0.093198 3.05 1.16 0.57 0.42
C -0.869479 1.067255 -0.793984 -0.04 0.54 -0.69 -0.29
C 0.406743 1.911444 -0.786076 0.40 1.21 -0.58 -1.16
C -1.216133 -1.476147 0.279728 -2.38 -3.27 -0.71 -0.40
H 3.000530 -2.379545 1.948231 1.00 -0.61 0.55 0.46
H -1.204826 0.785604 -1.789084 0.01 -0.12 -0.48 0.33
H -1.769489 1.640726 -0.448529 0.66 -0.52 0.21 0.33
H 0.674720 2.052816 0.270532 0.33 0.40 -0.56 0.33
H 0.332868 2.875559 -1.359060 -0.95 -0.43 1.24 0.35
H 1.264456 1.609088 -1.402165 -0.21 -1.31 0.64 0.34
H -2.094675 -1.386914 0.922512 0.28 -1.07 0.34 0.26
H -1.023839 -2.376093 -0.379852 -0.97 1.07 0.58 0.30
```
Forces are in eV/Å.


2.
# C16H28BrFN3NbO6P

A molecular structure, C16H28BrFN3NbO6P in a non-equilibrium geometry (ωB97M-V with the def2-TZVPD basis set, the Open Molecules 2025 dataset).

Orbital gap   5.293 eV
Net charge   -1
Multiplicity   1
HOMO level   -4.21 eV
LUMO level   1.09 eV

```
57
Properties=species:S:1:pos:R:3:forces:R:3:mulliken_charge:R:1
C -4.690461 2.685204 -1.966973 -0.01 0.07 0.06 -1.07
C -5.201548 1.258964 -1.876406 0.81 -0.11 0.45 -0.08
C -5.879426 1.045160 -0.544963 -1.46 0.45 -0.06 0.50
O -6.953295 1.569728 -0.308237 0.80 -0.56 -0.10 -0.61
O -5.259213 0.260579 0.358452 -0.09 0.33 0.20 -0.36
C -4.142816 0.980798 0.974399 0.00 -0.78 -0.05 -0.19
C -3.430729 0.098831 1.994070 -0.01 0.50 -1.75 -1.14
Nb -1.156725 -0.084887 1.750339 -0.07 0.71 1.70 -0.37
C -1.006018 2.091278 1.216634 -0.01 -0.72 0.41 -1.40
Br -1.269680 -2.607969 2.588541 0.02 0.31 -0.19 -0.47
C 1.008911 -0.297103 1.071430 -0.69 0.42 -1.10 -1.04
N 1.917382 0.765176 1.501297 -0.17 -0.26 -0.36 -0.07
C 2.309533 1.706010 0.466661 0.60 0.21 0.60 -0.92
C -0.681296 0.423093 3.951424 1.05 -0.54 0.14 -0.47
C 0.209011 -0.487860 4.661515 -1.05 -1.40 2.16 0.44
O -0.060878 -1.209319 5.607928 0.73 1.12 -1.70 -0.60
F 1.488966 -0.502092 4.194203 0.04 0.11 -0.10 -0.26
P -1.670673 -0.902829 -0.611852 -0.12 -0.40 0.78 0.45
N -0.576765 -2.103166 -1.167298 -0.41 0.24 -0.05 -0.61
O -3.095025 -1.768745 -0.539327 0.28 0.25 -0.53 -0.44
H -4.204839 2.867225 -2.912301 0.04 0.10 -0.44 0.35
H -5.495437 3.385888 -1.813983 -0.34 0.30 -0.12 0.31
H -3.953913 2.885865 -1.205452 0.30 0.02 0.33 0.26
H -5.878097 1.049065 -2.686080 -0.51 -0.08 -0.18 0.40
H -4.364573 0.578507 -1.960046 0.22 -0.29 -0.03 0.06
H -4.573447 1.865951 1.425115 0.02 0.42 0.15 0.51
H -3.469525 1.262018 0.175553 0.10 0.24 -0.31 0.17
H -3.898304 -0.871211 1.938813 0.04 -0.49 0.02 0.48
H -3.650027 0.509771 2.972989 0.37 -0.01 0.53 0.50
H -1.919141 2.651119 1.380609 -0.29 0.15 0.05 0.43
H -0.709185 2.186853 0.179223 -0.01 0.00 -0.35 0.29
H -0.224280 2.548251 1.813758 0.21 0.20 0.22 0.48
H 1.378254 -1.268226 1.387343 -0.14 -0.35 0.40 0.44
H 1.016778 -0.336849 -0.009638 0.33 0.06 -0.36 0.49
H 1.567776 1.258075 2.304699 0.05 0.00 0.30 0.21
H 3.345961 1.994448 0.645396 0.29 0.11 -0.02 0.33
H 1.754529 2.637501 0.473875 -0.46 0.19 -0.19 0.34
H 2.286660 1.255636 -0.511961 -0.25 -0.03 -0.11 0.30
H -1.568334 0.493402 4.558915 -0.56 -0.02 -0.03 0.31
H -0.198192 1.395724 3.949693 0.09 0.34 -0.35 0.35
H -0.241908 -1.931543 -2.099860 0.22 -0.08 -0.16 0.26
H 0.175160 -2.291738 -0.525180 0.16 -0.15 0.08 0.28
H -2.826241 -2.681014 -0.402325 -0.12 -0.41 0.25 0.27
C 6.999514 -2.394127 -1.905815 -0.01 0.00 -0.01 -0.42
C 6.438086 -2.658407 -3.148108 0.05 0.03 0.11 -0.41
C 5.172744 -2.185969 -3.452173 0.05 -0.10 -0.21 -0.49
C 4.492043 -1.450009 -2.502224 0.21 -0.08 0.03 0.02
C 5.029538 -1.181199 -1.258266 0.00 0.11 0.26 -0.08
C 6.294577 -1.660317 -0.961885 0.07 -0.06 -0.10 -0.56
N 3.156026 -0.927277 -2.818279 0.15 -0.10 0.11 1.01
O 2.679872 -1.194556 -3.900339 -0.09 -0.06 -0.24 -0.63
O 2.618322 -0.261742 -1.964045 -0.23 0.05 -0.12 -0.60
H 7.989778 -2.762038 -1.672721 0.01 -0.02 0.01 0.37
H 6.987315 -3.232190 -3.881185 0.00 -0.02 -0.03 0.36
H 4.729104 -2.388504 -4.414834 -0.12 0.06 0.01 0.45
H 4.474255 -0.609920 -0.527554 -0.10 0.00 -0.06 0.47
H 6.729896 -1.459311 0.006436 -0.02 0.01 0.04 0.40
```
Forces are in eV/Å.


3.
# C35H54BrFMnN6O7Si

A molecular structure, C35H54BrFMnN6O7Si in a non-equilibrium geometry (ωB97M-V with the def2-TZVPD basis set, the Open Molecules 2025 dataset).

Orbital gap (alpha / beta)   4.040 / 3.531 eV
Multiplicity   2
<S²>   0.79
HOMO level (alpha / beta)   -5.74 / -5.23 eV
LUMO level (alpha / beta)   -1.70 / -1.70 eV

```
106
Properties=species:S:1:pos:R:3:forces:R:3:lowdin_spin:R:1
Mn -0.311822 -1.675191 -0.346402 -2.56 -0.85 1.68 0.96
C -0.348922 1.776409 6.512398 0.10 0.17 -0.24 0.00
C 0.267878 2.546109 5.342898 -0.05 0.14 0.67 0.00
N -0.122022 2.005909 4.063498 -0.01 -0.44 -0.42 0.00
C 0.658578 0.999609 3.549998 -0.73 0.16 -0.72 0.00
C 0.382678 0.349309 2.387298 0.14 -0.04 0.47 0.00
C 1.342178 -0.722191 1.952598 0.03 -1.38 -1.64 0.00
O 2.397178 -0.878391 2.554998 0.19 0.43 0.72 0.00
O 0.992178 -1.434991 0.941798 1.66 0.87 2.19 0.01
C -0.808222 0.660209 1.650598 0.40 -1.92 -3.13 0.00
O -1.085122 0.190609 0.486398 0.61 1.13 2.57 0.01
C -1.700322 1.570609 2.296098 -1.85 1.13 0.37 0.00
C -2.995822 1.748309 1.762398 0.88 -0.13 0.71 0.00
C -3.880222 2.615609 2.351598 -0.34 -0.04 -0.58 0.00
F -5.139922 2.693509 1.815398 0.44 -0.06 0.25 0.00
C -3.520522 3.419409 3.423298 1.40 -0.11 0.85 0.00
C -2.224322 3.223809 3.982398 -1.62 0.51 -0.30 0.00
C -1.349522 2.276709 3.475998 0.50 -0.55 -0.54 0.00
N -4.352822 4.442009 3.999298 0.10 -0.81 -0.21 0.00
C -5.609822 4.743709 3.331998 -0.26 0.03 -0.33 0.00
C -6.150822 6.034509 3.985398 -0.53 -0.27 -0.30 0.00
N -4.977622 6.635509 4.660898 0.31 0.36 -0.20 0.00
C -4.670322 5.878809 5.896498 0.18 -0.39 0.55 0.00
C -4.577722 4.401309 5.441198 0.10 -0.05 0.10 0.00
H -0.040322 2.220209 7.456398 0.00 0.01 0.10 0.00
H -0.020322 0.740109 6.489998 0.00 -0.08 0.02 0.00
H -1.434522 1.790809 6.447698 -0.13 -0.03 0.05 0.00
H 1.356778 2.484309 5.407798 -0.13 0.14 -0.08 0.00
H -0.012122 3.601009 5.393398 0.17 -0.02 -0.04 0.00
H 1.542078 0.734909 4.109498 0.18 -0.01 -0.04 0.00
H -3.289822 1.116109 0.944498 -0.11 -0.15 -0.25 0.00
H -1.948922 3.831209 4.831198 0.07 0.03 0.03 0.00
H -6.352122 3.938109 3.414798 0.13 0.20 0.00 0.00
H -5.407422 4.913509 2.273198 -0.09 -0.03 0.13 0.00
H -6.921322 5.824109 4.727398 0.10 0.13 0.03 0.00
H -6.557622 6.717409 3.240698 0.10 0.03 0.11 0.00
H -5.038422 7.643209 4.797698 0.07 -0.12 -0.03 0.00
H -4.188722 6.332009 4.035798 -0.15 0.51 0.24 0.00
H -5.452522 6.035009 6.638298 0.00 0.09 -0.11 0.00
H -3.719622 6.239209 6.294698 -0.10 0.04 -0.10 0.00
H -5.500322 3.860809 5.698298 0.12 0.02 -0.10 0.00
H -3.747322 3.895809 5.928798 -0.13 0.08 0.05 0.00
N -1.508922 0.272209 -2.299802 -0.19 0.46 0.12 0.01
C -2.092722 -0.619591 -3.281902 -0.24 -0.51 -0.01 0.00
C -2.045622 -2.100291 -2.798802 0.58 0.86 0.24 0.00
O -2.505722 -2.970791 -3.514402 -0.33 -0.28 -0.50 0.00
O -1.496222 -2.280191 -1.663402 -0.88 -0.58 -0.73 0.02
H -2.039922 0.257209 -1.431902 0.14 -0.03 -0.20 0.00
H -1.495222 1.231209 -2.632102 -0.01 -0.08 0.01 0.00
H -1.515022 -0.570291 -4.213102 -0.10 -0.01 0.10 0.00
H -3.144622 -0.397491 -3.525102 0.17 -0.08 -0.08 0.00
C 5.156878 -0.324691 -1.848602 -0.25 -0.12 -0.27 0.00
C 4.835478 -1.623591 -2.599002 -0.26 0.04 -0.13 0.00
C 4.594878 -2.699991 -1.532002 -0.24 0.13 -0.20 0.00
C 6.063678 -2.019791 -3.431402 -0.44 0.07 -0.17 0.00
Si 3.246778 -1.373791 -3.740002 -0.79 -0.02 0.79 0.00
Br 1.381578 -1.270191 -2.030302 2.41 0.34 -2.41 0.00
C 2.769278 -2.898491 -4.895402 0.00 0.19 0.23 0.00
C 3.057878 -4.226491 -4.183402 0.06 0.35 0.11 0.00
C 1.275478 -2.900891 -5.246302 0.15 0.22 0.23 0.00
C 3.583478 -2.871091 -6.197502 0.02 0.35 0.35 0.00
C 3.095778 0.397509 -4.612902 -0.05 -0.28 0.19 0.00
C 1.900278 0.416909 -5.573802 0.20 -0.26 0.23 0.00
C 4.365478 0.730809 -5.408102 -0.06 -0.38 0.27 0.00
C 2.851178 1.513809 -3.590502 0.02 -0.35 0.04 0.00
H 5.957578 -0.503991 -1.132702 0.13 -0.08 0.09 0.00
H 4.284578 0.013609 -1.298302 -0.10 0.16 0.16 0.00
H 5.484778 0.457109 -2.528002 0.04 0.19 -0.05 0.00
H 5.485478 -2.800391 -0.913602 0.20 0.02 0.05 0.00
H 4.376078 -3.667791 -1.966102 -0.03 -0.18 -0.01 0.00
H 3.771678 -2.420291 -0.883402 -0.15 -0.03 0.16 0.00
H 6.942878 -2.086491 -2.791102 0.07 0.02 0.13 0.00
H 6.265278 -1.287591 -4.208302 0.15 0.12 -0.18 0.00
H 5.923578 -2.986891 -3.904902 0.04 -0.19 -0.11 0.00
H 2.533078 -4.272191 -3.234302 -0.05 -0.11 0.20 0.00
H 4.122278 -4.367191 -4.016602 0.15 -0.08 0.09 0.00
H 2.706478 -5.053191 -4.799702 -0.07 -0.07 -0.13 0.00
H 0.665378 -2.932091 -4.349902 -0.20 -0.02 0.11 0.00
H 1.044378 -3.785691 -5.836802 0.02 -0.16 -0.11 0.00
H 0.990278 -2.030791 -5.824102 -0.12 0.12 -0.11 0.00
H 4.650578 -2.852191 -5.993402 0.26 -0.04 -0.07 0.00
H 3.337678 -2.000891 -6.797902 -0.01 0.15 -0.18 0.00
H 3.366378 -3.757891 -6.791902 -0.06 -0.14 -0.02 0.00
H 2.064078 -0.230891 -6.429302 -0.08 -0.12 -0.14 0.00
H 1.744978 1.427409 -5.948902 0.04 0.19 -0.03 0.00
H 1.001378 0.107609 -5.051002 -0.28 -0.05 -0.02 0.00
H 4.589578 -0.041291 -6.137902 0.11 -0.11 -0.22 0.00
H 5.222778 0.833409 -4.750602 0.23 0.05 0.08 0.00
H 4.239178 1.673109 -5.940002 -0.09 0.13 -0.06 0.00
H 1.938878 1.322009 -3.038002 -0.18 0.05 0.16 0.00
H 2.746078 2.464509 -4.110502 0.01 0.16 -0.16 0.00
H 3.665178 1.603009 -2.883302 0.14 0.09 0.18 0.00
C -0.619422 -6.082591 1.902598 0.26 -0.15 -0.14 0.00
N -1.415522 -4.881191 1.938998 -0.09 0.02 0.09 0.00
C -2.463122 -4.707591 2.790698 -0.10 -0.02 0.08 0.00
C -3.201422 -3.587791 2.784698 -0.12 0.12 0.12 0.00
C -2.873222 -2.499091 1.858598 0.91 -1.01 -0.19 0.00
O -3.532422 -1.475291 1.775698 -0.61 1.05 0.19 0.00
N -1.756322 -2.712191 1.100598 0.12 1.28 -0.36 0.00
C -1.065622 -3.841591 1.089498 0.43 -0.16 -0.44 0.00
O -0.093822 -3.982891 0.323098 0.11 0.19 -0.01 0.00
H -1.007322 -6.794391 2.629598 -0.01 0.02 0.00 0.00
H 0.423278 -5.847091 2.128698 -0.08 -0.07 -0.01 0.00
H -0.650822 -6.517191 0.901098 0.02 -0.02 0.11 0.00
H -2.655022 -5.528591 3.471498 -0.02 -0.01 -0.05 0.00
H -4.026022 -3.457691 3.466198 -0.09 -0.04 0.04 0.00
```
Forces are in eV/Å.


| no. | E (Ha) |
| --- | --- |
| 1 | -287.72844 |
| 2 | -4314.29049 |
| 3 | -6335.65996 |